Molecular formula: C2H5FO2
Method: DFT, ωB97M-V/def2-TZVPD

Calculated values
Charge: 0
LUMO in eV: 0.980

Last column: Löwdin charge in e.
Geometry (Å):
C -0.5808 -1.5460 -0.1734  -0.074
C 1.0686 -0.1089 0.5809  -0.104
O -0.4923 2.3291 -0.1537  -0.065
O 0.6175 -0.8323 -0.4026  -0.094
F 2.1694 0.5060 0.0958  0.000
H -1.4036 -0.9960 -0.6344  0.097
H -0.7641 -1.6554 0.8962  0.087
H -0.4760 -2.5168 -0.6564  0.093
H 0.3813 2.6837 -0.3379  0.034
H -0.5201 2.1365 0.7854  0.026

---

Molecular formula: C2H5FSi
Method: DFT, ωB97M-V/def2-TZVPD

Calculated values
Charge: 0
SMILES: F/C=C/[SiH3]
LUMO in eV: 1.038

Last column: Löwdin charge in e.
Geometry (Å):
F -3.2930 -0.0686 0.0169  -0.009
C -2.0146 0.3272 0.0827  -0.281
C -1.0663 -0.5425 -0.1203  -0.307
Si 0.7283 -0.0334 0.0137  0.603
H -2.0257 1.4282 0.3191  0.131
H -1.2306 -1.5942 -0.4089  0.075
H 1.2377 1.1638 -0.7373  -0.092
H 1.6680 -0.9368 -0.8542  -0.075
H 0.7496 -0.2210 1.5639  -0.047

---

Molecular formula: C2H5IN
Method: DFT, ωB97M-V/def2-TZVPD

Calculated values
Charge: +1
LUMO in eV: -4.217

Last column: Löwdin charge in e.
Geometry (Å):
C 0.4686 0.6818 -0.2854  -0.189
C -0.5928 0.0820 0.5921  -0.688
N 0.3968 -0.7527 -0.2545  0.012
I -2.6484 -0.0275 0.0377  0.912
H 0.2387 1.2501 -1.2074  0.140
H 1.3712 1.1991 0.1351  0.150
H -0.5034 0.1161 1.9287  0.210
H 0.0364 -1.2104 -1.1709  0.203
H 1.2329 -1.3385 0.2246  0.250

---

Molecular formula: C2H5IN2O2
Method: DFT, ωB97M-V/def2-TZVPD

Calculated values
Charge: 0
SMILES: C[C@H](I)/[N+]([O-])=N/O
LUMO in eV: -0.300

Last column: Löwdin charge in e.
Geometry (Å):
C -0.1612 -1.6276 0.0831  -0.149
C 0.5287 -0.4400 -0.4472  -0.647
I 2.7240 -0.6107 -0.0596  0.746
N 0.0249 0.8208 0.1080  -0.427
O -0.2049 0.9671 1.2673  -0.002
N -0.2764 1.6423 -0.7708  0.040
O -0.8302 2.7367 -0.2244  0.012
H -0.2286 -1.5629 1.2039  0.106
H 0.1158 -2.5828 -0.3464  0.087
H -1.1762 -1.4478 -0.0903  0.065
H 0.4101 -0.3164 -1.4668  0.058
H -0.9259 2.4211 0.7433  0.110

---

Molecular formula: C2H5IO2
Method: DFT, ωB97M-V/def2-TZVPD

Calculated values
Charge: 0
LUMO (alpha / beta) in eV: -0.098 / -0.220

Last column: Löwdin charge in e.
Geometry (Å):
C 1.2969 -0.4399 -0.0648  -0.176
C -0.9340 0.0572 -0.4412  -0.903
O -2.1977 -0.1905 -0.2519  0.007
O -0.0405 -0.8636 -0.2959  -0.133
I -0.5767 1.9864 -1.3583  0.856
H 2.0578 -1.2495 0.1227  0.097
H 1.1879 0.2213 0.9414  0.025
H 1.7820 0.3027 -0.8254  0.075
H -0.2544 1.0413 1.7270  -0.001
H -2.3212 -0.8655 0.4464  0.152

---

Molecular formula: C2H5IO2
Method: DFT, ωB97M-V/def2-TZVPD

Calculated values
Charge: 0
SMILES: CO[C@H](O)I
LUMO in eV: 0.529

Last column: Löwdin charge in e.
Geometry (Å):
C -1.0381 -0.9971 -0.0324  -0.056
O -0.4116 0.2052 -0.4969  -0.217
C 0.7157 0.5317 0.1916  -0.781
O 0.9041 2.0365 0.1306  -0.063
I 2.5528 -0.4485 -0.4638  0.761
H -1.8790 -1.0825 -0.7277  0.105
H -1.4196 -0.8029 1.0287  0.131
H -0.3988 -1.7430 -0.1726  0.023
H 0.5568 0.0855 1.1640  0.068
H 0.4178 2.2151 -0.6215  0.028

---

Molecular formula: C2H5KO3
Method: DFT, ωB97M-V/def2-TZVPD

Calculated values
Multiplicity: 2
Charge: +1
⟨S²⟩: 0.7541
LUMO (alpha / beta) in eV: -4.190 / -5.441

Last column: Mulliken spin population.
Geometry (Å):
H -2.9043 -0.2787 5.6595  0.000
O -3.0686 -0.5273 3.6657  0.000
O -2.9572 0.8201 3.4616  0.000
C -2.8516 -0.9657 4.8089  0.001
H -2.9808 -2.0445 4.9242  0.000
K -2.2010 1.7138 0.8855  0.000
O 0.0079 0.3085 -0.1056  0.842
C 0.8503 -0.6964 0.2056  -0.013
H 1.3330 -1.1372 -0.6824  0.024
H 1.6695 -0.2062 0.7929  0.122
H 0.4173 -1.4503 0.9183  0.024

---

Molecular formula: C2H5MgMnO3
Method: DFT, ωB97M-V/def2-TZVPD

Calculated values
Multiplicity: 7
Charge: 0
⟨S²⟩: 12.0029
LUMO (alpha / beta) in eV: -0.917 / -1.170

Last column: Mulliken spin population.
Geometry (Å):
O -0.6976 -0.0939 -1.5119  0.016
C -1.8614 0.1283 -0.7682  0.030
C -1.6734 -0.1102 0.7481  -0.009
O -0.3041 -0.0110 1.0270  -0.086
Mn 0.9988 1.4046 0.7515  6.059
H -2.7577 -0.4069 -1.1344  0.004
H -2.0836 1.2094 -0.8960  0.002
H -2.0318 -1.1031 1.0793  0.003
H -2.2977 0.5972 1.3229  -0.006
Mg 0.6122 -1.0138 -0.4355  0.021
O 2.2008 -0.0503 0.0819  -0.038
H 3.1042 -0.0290 -0.2265  0.004

---

Molecular formula: C2H5N
Method: DFT, ωB97M-V/def2-TZVPD

Calculated values
Charge: 0
SMILES: C1CN1
LUMO in eV: 1.336

Last column: Löwdin charge in e.
Geometry (Å):
C 0.7643 -0.3611 0.0176  -0.195
C -0.7135 -0.4127 0.0255  -0.231
N -0.0478 0.8289 -0.1640  -0.048
H 1.3085 -0.6576 -0.8738  0.090
H 1.2955 -0.5286 0.9836  0.108
H -1.2495 -0.6147 0.9449  0.095
H -1.2811 -0.7851 -0.8208  0.093
H -0.0435 1.4267 0.6549  0.088

---

Molecular formula: C2H5N2
Method: DFT, ωB97M-V/def2-TZVPD

Calculated values
Charge: +1
SMILES: [NH+]#CCN
LUMO in eV: -4.773

Last column: Löwdin charge in e.
Geometry (Å):
N -1.6198 -0.7214 0.5664  0.352
C -0.8553 0.1344 0.4757  0.038
C 0.4328 0.7934 0.3393  -0.099
N 0.8543 -0.0118 -0.8406  0.073
H -2.1998 -1.5657 0.3781  0.192
H 0.5581 1.7824 0.1136  0.108
H 1.0747 0.3590 1.1325  0.169
H 0.4927 0.0550 -1.7238  0.074
H 1.2623 -0.8252 -0.4413  0.094

---

Molecular formula: C2H5N2O
Method: DFT, ωB97M-V/def2-TZVPD

Calculated values
Charge: +1
LUMO in eV: -5.219

Last column: Löwdin charge in e.
Geometry (Å):
C -0.7440 1.2246 -0.0781  -0.065
C 0.0611 -0.6889 -0.5381  -0.098
N -1.3642 0.4052 0.7280  0.196
N 0.1326 0.5632 -0.8830  0.192
O -0.8362 -0.8403 0.3860  0.048
H 1.3772 -1.0151 1.7756  0.091
H -1.0447 2.2939 -0.1249  0.183
H 1.3251 -1.6598 1.3122  0.067
H 0.5280 -1.4903 -0.9956  0.157
H 0.5650 1.2075 -1.5822  0.230

---

Molecular formula: C2H5N2O2
Method: DFT, ωB97M-V/def2-TZVPD

Calculated values
Charge: +1
LUMO in eV: -4.191

Last column: Löwdin charge in e.
Geometry (Å):
C -1.2404 1.4101 0.8692  -0.016
C -1.3782 -0.7057 0.2067  -0.356
N -1.9286 1.4101 -0.2152  0.171
N -0.8526 0.0941 1.1843  0.253
O -1.9609 0.1039 -0.6480  0.081
O -1.1997 -1.9702 0.1036  0.227
H -1.2765 2.1304 1.6161  0.144
H -0.4195 -1.1469 -2.7360  0.058
H -1.1386 -0.9185 -2.9011  0.055
H -0.3674 -0.1433 1.9604  0.142
H -1.6548 -2.4175 -0.7307  0.241

---

Molecular formula: C2H5N2P
Method: DFT, ωB97M-V/def2-TZVPD

Calculated values
Charge: 0
SMILES: N#CCNP
LUMO in eV: 0.543

Last column: Löwdin charge in e.
Geometry (Å):
N -2.4042 -1.0296 0.3550  0.149
C -1.5674 -0.2446 0.3415  -0.230
C -0.5221 0.6898 -0.0697  -0.312
N 0.8138 0.4607 0.4368  -0.418
P 1.7103 -0.8636 -0.0763  0.770
H -0.7111 0.7938 -1.1523  0.115
H -0.5993 1.7684 0.3236  0.143
H 1.3966 1.2742 0.4829  0.044
H 0.9518 -1.1903 -1.2390  -0.097
H 0.9316 -1.6589 0.5973  -0.164

---

Molecular formula: C2H5N3
Method: DFT, ωB97M-V/def2-TZVPD

Calculated values
Charge: 0
LUMO (alpha / beta) in eV: 0.038 / 0.039

Last column: Löwdin charge in e.
Geometry (Å):
C -0.3914 1.1537 -0.3988  -0.098
C 0.4891 -0.1243 1.0190  -0.161
N -1.5910 1.3262 -0.2995  0.073
N 0.4558 -1.6910 -0.5637  0.032
N 1.1800 -1.0516 0.2910  -0.167
H 0.2861 1.1120 -1.1422  0.030
H -0.5290 -0.5084 1.4403  0.115
H 1.1712 0.4597 1.5964  0.045
H -2.1429 1.7985 -1.0277  0.074
H 1.0721 -2.4748 -0.9147  0.057

---

Molecular formula: C2H5N3O
Method: DFT, ωB97M-V/def2-TZVPD

Calculated values
Charge: 0
SMILES: [H]/N=C(/N)C(N)=O
LUMO in eV: 0.791

Last column: Löwdin charge in e.
Geometry (Å):
H -0.3314 1.8139 -0.5701  0.039
N -1.1379 1.2314 -0.3205  0.118
C -0.7024 0.0517 -0.1079  -0.440
N -1.5266 -0.9946 0.2502  0.120
C 0.7653 -0.3673 -0.1396  -0.477
N 1.6230 0.6615 0.1381  0.151
O 1.0997 -1.5166 -0.3433  0.069
H -2.5176 -0.8136 0.0645  0.110
H -1.1732 -1.9254 0.0536  0.093
H 2.5972 0.4031 0.3089  0.121
H 1.3038 1.4560 0.6662  0.097

---

Molecular formula: C2H5N3O
Method: DFT, ωB97M-V/def2-TZVPD

Calculated values
Charge: 0
SMILES: [H]/N=C\N/C=N/O
LUMO in eV: 0.743

Last column: Löwdin charge in e.
Geometry (Å):
H 1.7361 -2.0646 -1.2548  0.030
N 1.0361 -1.7825 -1.9109  0.086
C 0.3182 -0.9188 -1.3430  -0.300
N 0.3992 -0.5310 -0.0020  0.016
C -0.3729 0.4565 0.4891  -0.229
N 0.0299 1.0670 1.5759  -0.036
O -0.7200 2.1157 2.1155  -0.118
H -0.5876 -0.5328 -1.8767  0.127
H 1.1545 -0.7420 0.6182  0.141
H -1.3745 0.6400 -0.0379  0.152
H -1.6190 2.2925 1.6266  0.130

---

Molecular formula: C2H5N3O
Method: DFT, ωB97M-V/def2-TZVPD

Calculated values
Charge: 0
SMILES: N/N=C\NC=O
LUMO in eV: 0.931

Last column: Löwdin charge in e.
Geometry (Å):
N -0.2507 1.6528 0.5884  -0.010
N 0.6940 0.8515 1.1721  -0.051
C 0.9008 -0.3513 0.7048  -0.197
N 0.3682 -0.8443 -0.5112  0.041
C -0.9655 -0.9705 -0.7206  -0.354
O -1.3899 -1.4891 -1.7603  0.000
H 0.0533 2.6047 0.8767  0.103
H -0.3844 1.4731 -0.4110  0.079
H 1.6786 -0.9251 1.1660  0.099
H 0.8822 -1.3290 -1.2401  0.151
H -1.5865 -0.6728 0.1352  0.138

---

Molecular formula: C2H5N3O2
Method: DFT, ωB97M-V/def2-TZVPD

Calculated values
Charge: 0
LUMO in eV: -0.186

Last column: Löwdin charge in e.
Geometry (Å):
C 1.3038 0.3156 0.3049  -0.072
C 1.1712 0.2100 -1.0495  -0.125
N 0.6947 -0.6756 1.0030  -0.109
N -1.7155 -0.2895 0.9681  -0.147
N 0.1984 0.4192 -1.8111  0.120
O -1.2662 0.8517 1.0987  -0.195
O -0.3621 -1.2665 0.6243  -0.145
H 2.1199 0.8268 0.8547  0.139
H 0.8328 -0.8022 1.9762  0.149
H -2.4716 -0.4393 0.2423  0.090
H 0.2632 0.2387 -2.8488  0.144
H -0.7686 0.6111 -1.3629  0.148

---

Molecular formula: C2H5N3O2S
Method: DFT, ωB97M-V/def2-TZVPD

Calculated values
Charge: 0
SMILES: NN/C(=N\S)OC=O
LUMO in eV: 0.655

Last column: Löwdin charge in e.
Geometry (Å):
N 0.7619 1.9066 0.2566  -0.022
N 0.0519 1.1015 -0.7370  -0.048
C -0.1754 -0.1824 -0.3839  -0.667
N 0.5857 -0.9564 0.1397  -0.233
S 2.2411 -0.5338 0.1534  0.760
O -1.4147 -0.6147 -0.7245  0.069
C -2.4920 -0.4689 -0.0304  -0.315
O -2.4127 0.1763 1.0175  0.051
H 1.6799 1.8855 -0.2945  0.056
H 0.9238 1.1424 1.1121  0.102
H -0.9454 1.5251 -0.8614  0.173
H 2.7173 -1.8166 0.4007  -0.106
H -3.4055 -1.1428 -0.2853  0.181

---

Molecular formula: C2H5N3O3
Method: DFT, ωB97M-V/def2-TZVPD

Calculated values
Charge: 0
LUMO in eV: -1.303

Last column: Löwdin charge in e.
Geometry (Å):
C 0.1031 -0.4878 -0.0246  -0.264
C -1.3006 -1.0072 0.0201  -0.553
H 0.5606 3.1763 -0.3984  0.243
H -0.6910 1.7939 1.3693  0.235
H 1.0221 -2.2564 -0.2744  0.085
H 2.2120 0.0224 0.2899  0.181
H -1.7488 0.8386 -0.4854  0.120
N -0.3341 1.7834 -0.0994  -0.131
N 0.5690 0.7132 -0.1666  -0.124
N 1.0763 -1.4279 0.1168  0.008
O 2.3750 -0.9950 -0.1500  -0.066
O -2.1260 -0.0481 -0.0844  0.108
O -1.7175 -2.1054 -0.1129  0.159